# 1
A molecular structure, C22H46Br20O3S. Source: the Open Molecules 2025 dataset; level of theory: the ωB97M-V functional and the def2-TZVPD basis.

Properties
Frontier orbital gap in eV: 8.653

Atoms and positions in Å:
H 6.446 -1.576 -2.950
Br 4.876 0.035 -1.043
Br 7.809 -6.024 -1.520
Br 1.749 2.466 -0.028
Br -4.204 0.198 2.228
H -3.757 0.556 4.629
H -0.914 -4.031 3.043
H -2.607 -1.473 5.285
O 2.320 -2.265 2.958
C -2.899 -2.964 -5.466
H 5.059 -2.330 -0.305
H -4.130 -4.564 -6.272
Br -0.830 8.930 -2.745
C 5.721 -1.710 -0.905
H 0.904 -3.983 -0.241
H -1.568 1.363 7.839
H -3.595 -2.128 -5.522
C -1.506 11.663 -2.221
H -1.883 -2.590 -5.547
H -0.634 3.056 0.233
H 2.453 -3.848 -1.143
Br -3.091 -3.661 -3.649
C -0.157 2.087 0.081
H -3.085 0.335 -6.553
Br -3.403 -3.120 3.627
H 0.883 4.885 1.852
Br -0.742 -0.381 -6.995
H 0.528 11.010 -2.618
O 2.622 -3.644 0.963
H 6.647 -1.536 -0.360
H -0.114 10.547 -1.030
H 0.080 1.421 2.138
C -1.858 1.936 -5.743
Br -1.790 -5.292 -6.709
H -4.031 -3.382 -1.331
H -2.204 0.939 9.439
Br -3.775 2.730 6.437
H -4.528 1.738 8.592
C -0.451 1.156 1.228
C 1.985 -4.175 -0.209
C 6.016 -2.296 -2.261
Br -1.712 12.268 -4.060
C -3.232 -4.001 -6.506
Br 9.332 -4.609 1.534
Br -3.019 -0.660 7.750
H -1.521 1.127 1.429
C -2.189 0.903 -6.787
H -3.064 -4.140 0.958
C -3.561 2.115 8.271
C 7.508 -4.470 0.871
H -2.459 11.238 -1.920
H 5.967 -5.744 0.097
H -4.557 -4.948 0.442
H -0.274 -4.779 1.588
H -2.302 1.367 -7.764
C -2.462 1.094 8.394
C -2.867 -1.348 4.235
H 0.823 -4.442 3.003
H 6.686 -3.152 -2.169
Br 4.415 -2.997 -3.117
C 0.839 5.626 1.057
O 0.153 -2.761 1.855
H 2.087 -5.268 -0.157
Br -2.661 -6.526 0.373
Br 0.045 -0.696 0.816
Br 1.657 8.181 0.066
C -0.361 10.696 -2.080
C -3.367 -4.231 -1.194
C -3.508 -4.781 0.203
H -3.340 -3.540 -7.487
H -4.944 -0.742 4.413
C -0.025 -4.087 2.406
H 0.648 7.452 2.222
H -0.457 1.690 -0.884
H -3.568 -4.977 -1.949
H 2.305 6.846 2.037
H -1.976 -1.081 3.672
C 1.340 6.958 1.546
Br -1.552 -3.541 -1.462
Br -1.041 5.716 0.549
Br -2.053 1.208 -3.946
H -3.314 3.008 8.841
H -1.315 12.566 -1.644
H 7.489 -3.637 0.176
H 1.381 5.257 0.194
S 1.809 -2.341 1.620
H 6.905 -4.227 1.743
H -0.844 2.313 -5.824
C 7.044 -5.761 0.252
C -3.984 -0.356 4.084
H 7.309 -6.633 0.842
H -2.558 2.768 -5.793

Mulliken population analysis, charges in e, atoms 1 to 5: 0.42 -0.15 -0.15 -0.17 -0.17

***

# 2
A molecular structure, BeCl3. Source: the Open Molecules 2025 dataset; level of theory: the ωB97M-V functional and the def2-TZVPD basis.

Properties
Total charge: -1
ΔE to the lowest compared entry with this formula, charge and spin in kcal per mole: 80.2
Frontier orbital gap in eV: 7.221

Atoms and positions in Å:
Be 0.174 0.116 -0.138
Cl 1.315 1.479 -2.345
Cl -2.487 -1.127 -0.030
Cl 0.998 -0.468 2.513

From a natural (NBO) analysis of the wavefunction, the atomic charges in e read: 1.29 -0.76 -0.77 -0.76

***

# 3
A molecular structure, C2H4P2. Source: the Open Molecules 2025 dataset; level of theory: the ωB97M-V functional and the def2-TZVPD basis.

Properties
ΔE to the lowest compared entry with this formula, charge and spin in kcal per mole: 20.7
Frontier orbital gap in eV: 8.685

Atoms and positions in Å:
H 1.610 -0.555 0.906
H -1.151 -2.385 0.439
H 0.009 1.726 0.155
P -1.868 -0.095 -0.170
H -0.286 1.482 -1.331
C -0.240 0.839 -0.438
P 0.826 -0.694 -0.434
C -0.737 -1.365 0.110

natural (NBO) population analysis, charges in e, atoms 1 to 5: -0.03 0.24 0.26 0.66 0.24

***

# 4
2 unconnected molecules or ions with the total composition C7H10ClNS2. Source: the Open Molecules 2025 dataset; level of theory: the ωB97M-V functional and the def2-TZVPD basis.

Properties
ΔE to the lowest compared entry with this formula, charge and spin in kcal per mole: 64.0
Frontier orbital gap (spin up / spin down) in eV: 8.699 / 6.348

Atoms and positions in Å:
H -2.448 -0.686 -2.774
H 1.977 -0.078 1.742
C -2.790 -0.119 0.249
C 1.953 0.628 -0.102
S -1.963 1.391 0.484
H 0.619 2.360 -0.086
H -2.419 0.912 -2.605
C -0.287 -0.663 0.570
H 0.780 -1.990 -0.474
Cl -4.450 -0.238 0.260
S -1.856 -1.531 0.736
C -0.327 0.647 0.483
H 1.510 0.388 -1.105
C 2.142 -0.571 0.782
H 3.045 -1.177 0.501
H 2.893 1.095 -0.107
H 0.832 -2.273 1.292
C 0.851 1.499 0.431
H 0.939 1.931 1.398
N -1.930 0.014 -2.185
C 0.931 -1.538 0.510

natural (NBO) population analysis, charges in e, atoms 1 to 5: 0.30 0.22 -0.46 -0.39 0.38

***

# 5
A molecular structure, C4H6ORh. Source: the Open Molecules 2025 dataset; level of theory: the ωB97M-V functional and the def2-TZVPD basis.

Properties
Total charge: +2
Spin multiplicity: 6
⟨S²⟩: 8.790
Frontier orbital gap (spin up / spin down) in eV: 4.546 / 6.274

Atoms and positions in Å:
Rh 1.490 1.093 -3.792
C -1.311 0.088 1.221
C 0.599 0.285 -1.133
H -1.614 0.616 0.292
C 0.055 -0.482 1.130
H -0.471 0.181 -1.426
O 1.444 0.493 -2.015
H -1.347 0.799 2.061
H 1.945 -0.752 0.197
H -2.022 -0.719 1.453
C 0.908 -0.435 0.073
H 0.324 -1.166 1.940

natural (NBO) population analysis, charges in e, atoms 1 to 5: 0.99 -0.73 0.35 0.25 0.24

***

# 6
A molecular structure, C30H36CsN13O6S3. Source: the Open Molecules 2025 dataset; level of theory: the ωB97M-V functional and the def2-TZVPD basis.

Properties
Total charge: -2
ΔE to the lowest compared entry with this formula, charge and spin in kcal per mole: 43.6
Frontier orbital gap in eV: 6.572

Atoms and positions in Å:
H 3.199 1.278 -0.806
N 3.099 -0.893 3.127
H 5.973 -1.872 -1.657
H 0.558 -1.079 6.559
C -4.576 -1.326 -0.617
H -5.996 0.531 3.436
H -3.607 3.408 -0.082
C -1.668 -1.964 1.449
H -4.255 0.541 3.121
N -2.804 -2.768 1.703
C -4.264 -1.042 0.869
H -0.139 2.964 -6.284
C -4.092 -2.388 1.537
C -0.037 4.807 1.018
C 0.315 1.912 -2.311
Cs 0.698 -0.333 2.051
N 3.691 0.081 0.756
H 0.345 6.525 -0.155
H 3.227 -3.815 7.206
H -2.604 -3.699 2.047
C 5.345 -1.315 -0.972
H -0.669 2.799 2.421
C 0.811 -0.280 -3.815
H -5.506 -1.900 -0.661
C -5.436 -0.298 1.521
S 1.395 4.462 1.750
N -1.617 5.859 -0.207
H -3.755 -2.215 -2.397
H 0.148 2.738 -8.763
H 0.747 -3.471 6.689
H 0.131 2.764 -1.669
H 1.022 -1.160 -4.402
C 4.191 -1.332 2.594
C 1.715 -0.795 4.958
C 0.760 -0.306 -2.432
H -4.129 5.111 -0.286
H 4.981 -2.205 4.367
C 0.341 2.056 -3.688
H -3.324 -3.071 -0.919
H 3.510 -2.179 6.592
H -5.566 0.649 0.997
N 1.122 -0.137 -6.535
C 2.787 -2.830 7.077
H -6.342 -0.897 1.411
H 0.920 -1.225 -1.885
O -0.578 -2.510 1.526
C 1.544 -2.909 6.189
C -2.162 4.850 0.408
H -5.070 -0.971 3.539
H -3.990 4.377 1.335
S 1.255 0.829 4.980
C -3.477 -2.085 -1.352
O 2.030 -2.656 -7.582
H 5.841 -2.508 0.728
N 2.686 -1.371 4.289
H -2.535 -1.543 -1.311
C 1.199 -0.171 -7.847
H 4.932 -3.312 3.000
H -1.994 2.351 1.496
N -1.540 3.128 2.005
C 0.413 1.927 -8.089
O -5.021 -3.108 1.854
N -1.248 4.176 1.160
C 3.796 0.425 -0.508
H 0.170 3.027 -4.128
C 0.264 2.060 -6.716
C 4.406 -0.956 1.211
C 5.138 -2.281 3.293
C 0.658 0.965 -5.945
C -3.570 4.416 0.331
N -0.312 5.840 0.175
C -5.173 -0.032 2.999
O 1.128 -1.982 -9.750
S 1.979 -1.638 -8.619
H 6.179 -2.057 3.068
C 4.598 -0.238 -1.427
N -1.831 -0.676 1.199
C -3.018 -0.146 0.937
C 0.595 0.932 -4.473
N 1.029 -1.609 5.836
O -3.142 1.059 0.707
H 4.624 0.063 -2.463
N 0.518 0.763 -1.689
N 0.874 0.828 -8.657
C 5.266 -1.672 0.358
H 2.542 -2.418 8.054
H 1.807 -3.414 5.255
H -4.737 -0.364 -1.107
O 3.279 -1.080 -8.983

Mulliken population analysis, charges in e, atoms 1 to 5: 0.54 0.04 0.40 0.25 -1.21

***

# 7
A single C4H6O4 molecule. Source: the Open Molecules 2025 dataset; level of theory: the ωB97M-V functional and the def2-TZVPD basis.

Properties
Structure (SMILES): O=C(O)CCC(=O)O
ΔE to the lowest compared entry with this formula, charge and spin in kcal per mole: 36.1
Frontier orbital gap in eV: 11.057

Atoms and positions in Å:
C 1.450 -0.955 -0.611
O -2.019 2.428 0.484
C -0.073 1.020 0.333
H -0.487 -1.303 0.169
O -2.319 0.276 -0.303
O 2.150 -1.960 -0.086
H 2.777 -2.244 -0.831
O 1.606 -0.485 -1.698
H -3.305 0.392 0.033
C 0.315 -0.504 0.293
H 0.382 -0.976 1.304
H 0.575 1.373 -0.392
C -1.502 1.373 0.076
H 0.450 1.565 1.230

natural (NBO) population analysis, charges in e, atoms 1 to 5: 0.79 -0.57 -0.54 0.28 -0.73

***

Number 1: strongest force on any atom 5.17 eV Å⁻¹. Number 2: strongest force on any atom 2.61 eV Å⁻¹. Number 3: strongest force on any atom 3.35 eV Å⁻¹. Number 4: strongest force on any atom 2.98 eV Å⁻¹. Number 5: strongest force on any atom 4.65 eV Å⁻¹. Number 6: strongest force on any atom 2.32 eV Å⁻¹. Number 7: strongest force on any atom 4.71 eV Å⁻¹.